*i*
The molecule C3H2N2O, computed with ωB97M-V/def2-TZVPD.

Last column: Löwdin charge in e.
Element x y z (Å)
C  0.78  0.54  -0.29  -0.170
C  1.04  -0.55  0.48  0.282
C  -1.36  -0.07  0.01  -0.576
N  -0.36  0.38  -1.00  -0.012
N  -0.71  -1.00  -0.57  0.168
O  -2.08  0.38  0.81  0.178
H  1.11  1.55  -0.40  0.111
H  1.58  -1.23  0.95  0.019

Calculated values
frontier orbital gap	0.2993	hartree



*ii*
The molecule C3H2N2O, computed with ωB97M-V/def2-TZVPD.

Last column: Löwdin charge in e.
Element x y z (Å)
C  0.31  -0.93  -0.46  0.099
C  -0.76  0.05  0.00  -0.332
C  1.45  -0.04  0.04  -0.119
N  0.25  -0.18  0.88  0.066
N  -1.93  0.21  -0.02  0.021
O  -3.07  0.58  -0.18  0.073
H  2.24  -0.63  0.29  0.061
H  1.51  0.94  -0.55  0.132

Calculated values
SMILES	O=NC1=C2CN21
frontier orbital gap (spin up / spin down)	0.2828 / 0.3130	hartree



Of them, the most stable is *i* and the least stable is *ii*.



*i*
The molecule C4H4F2N2, computed with ωB97M-V/def2-TZVPD.

Last column: Löwdin charge in e.
Element x y z (Å)
C  0.19  0.76  1.65  -0.164
C  0.34  -0.60  1.63  -0.133
C  -0.22  0.11  -0.34  -0.279
C  -0.39  0.25  -1.78  -0.340
N  -0.23  1.15  0.45  0.115
N  0.07  -1.02  0.40  0.084
F  0.73  0.64  -2.44  0.057
F  -1.32  1.21  -2.07  0.050
H  0.56  1.60  2.37  0.140
H  0.61  -1.51  2.32  0.148
H  -0.73  -0.64  -2.34  0.155
H  0.40  -1.95  0.16  0.166

Calculated values
SMILES	FC(F)c1ncc[nH]1
frontier orbital gap	0.3628	hartree



*ii*
The molecule C4H4F2N2, computed with ωB97M-V/def2-TZVPD.

Last column: Löwdin charge in e.
Element x y z (Å)
C  -0.66  -0.17  -0.83  -0.051
C  0.69  0.21  -1.02  -0.008
C  -1.22  -0.68  0.39  -0.251
C  1.61  0.39  0.05  -0.304
N  -2.46  -0.62  0.80  0.116
N  1.01  0.52  1.19  0.089
F  2.97  0.35  -0.07  0.098
F  1.83  0.93  2.14  -0.005
H  -1.19  -0.11  -1.81  0.119
H  0.92  0.44  -2.03  0.093
H  -0.45  -1.13  1.01  0.094
H  -3.05  -0.14  0.18  0.010

Calculated values
SMILES	[H]\N=C/C=C\C(F)=N\F
frontier orbital gap	0.3255	hartree



Of them, the most stable is *i* and the least stable is *ii*.



*i*
A structure of composition C30H19N9S2W, computed with ωB97M-V/def2-TZVPD.

Last column: Löwdin charge in e.
Element x y z (Å)
W  0.35  -0.67  -0.61  1.277
N  2.76  -2.55  2.60  0.166
C  2.40  -1.77  1.60  -0.118
N  1.16  -1.50  1.28  -0.079
C  0.13  -2.06  2.06  -0.309
N  -1.10  -1.78  1.79  0.111
N  -1.24  -0.79  0.85  -0.143
C  -2.00  -1.07  -0.20  -0.135
C  -2.30  0.11  -1.03  -0.291
C  -3.50  0.53  -1.56  0.043
C  -3.51  1.71  -2.28  0.011
C  -2.34  2.43  -2.46  -0.001
C  -1.16  1.93  -1.93  -0.104
N  -1.16  0.80  -1.23  -0.157
C  0.47  -2.99  3.12  -0.085
C  -0.49  -3.66  3.88  0.016
C  -0.10  -4.54  4.87  -0.026
C  1.26  -4.75  5.13  -0.023
C  2.23  -4.09  4.39  0.012
C  1.82  -3.22  3.39  -0.157
H  3.74  -2.70  2.77  0.179
H  3.20  -1.35  1.00  0.142
H  -2.50  -2.03  -0.30  0.147
H  -4.40  -0.05  -1.41  0.138
H  -4.43  2.07  -2.72  0.133
H  -2.32  3.35  -3.02  0.128
H  -0.20  2.42  -2.08  0.132
H  -1.54  -3.49  3.67  0.125
H  -0.84  -5.06  5.45  0.124
H  1.55  -5.44  5.91  0.126
H  3.28  -4.26  4.59  0.128
C  0.78  3.09  1.86  0.005
C  0.29  1.93  1.25  -0.082
N  1.03  1.20  0.42  -0.019
C  2.31  1.59  0.18  -0.146
C  2.87  2.74  0.75  -0.118
C  2.06  3.50  1.61  0.047
C  4.23  3.08  0.42  0.017
C  4.96  2.30  -0.40  0.018
C  4.41  1.11  -0.98  -0.119
C  5.13  0.25  -1.83  0.051
C  4.52  -0.88  -2.32  0.016
C  3.20  -1.16  -1.97  -0.093
N  2.49  -0.36  -1.17  -0.062
C  3.09  0.76  -0.68  -0.159
H  0.13  3.64  2.52  0.128
H  -0.72  1.58  1.42  0.116
H  2.46  4.39  2.07  0.140
H  4.65  3.98  0.86  0.134
H  5.98  2.57  -0.65  0.134
H  6.15  0.49  -2.09  0.140
H  5.04  -1.56  -2.98  0.132
H  2.70  -2.04  -2.34  0.089
S  -0.02  -0.89  -2.99  0.772
C  0.39  -2.50  -3.48  -0.675
C  0.43  -2.75  -4.88  -0.241
N  0.45  -2.95  -6.01  0.219
C  0.61  -3.46  -2.55  -0.685
S  0.54  -3.09  -0.86  0.755
C  0.93  -4.81  -2.90  -0.242
N  1.17  -5.90  -3.16  0.219

Calculated values
frontier orbital gap (spin up / spin down)	0.2215 / 0.2210	hartree
net charge	+2
2S+1	3



*ii*
A structure of composition C30H19N9S2W, computed with ωB97M-V/def2-TZVPD.

Last column: Löwdin charge in e.
Element x y z (Å)
W  0.00  -0.04  -0.17  1.183
N  2.59  -2.77  2.19  0.219
C  1.90  -2.25  1.20  -0.277
N  1.45  -1.01  1.22  -0.082
C  1.74  -0.19  2.30  -0.252
N  1.42  1.07  2.21  0.114
N  0.92  1.36  0.98  -0.198
C  1.07  2.59  0.55  -0.020
C  0.70  2.85  -0.80  -0.243
C  0.85  4.10  -1.39  0.032
C  0.51  4.26  -2.72  0.005
C  0.04  3.16  -3.42  0.006
C  -0.09  1.95  -2.78  -0.093
N  0.22  1.77  -1.48  -0.054
C  2.42  -0.74  3.45  -0.076
C  2.67  0.00  4.61  0.014
C  3.36  -0.58  5.65  -0.028
C  3.81  -1.90  5.55  -0.017
C  3.56  -2.65  4.41  0.021
C  2.86  -2.06  3.36  -0.135
H  2.91  -3.74  2.12  0.163
H  0.57  -3.08  -0.21  0.084
H  1.54  3.32  1.20  0.155
H  1.24  4.91  -0.80  0.136
H  0.62  5.22  -3.20  0.133
H  -0.22  3.24  -4.47  0.129
H  -0.42  1.08  -3.32  0.114
H  2.32  1.02  4.66  0.123
H  3.56  -0.02  6.55  0.123
H  4.36  -2.35  6.36  0.127
H  3.90  -3.67  4.34  0.133
C  -3.33  2.56  1.28  0.008
C  -2.10  1.93  1.12  -0.084
N  -1.83  1.12  0.10  -0.096
C  -2.81  0.87  -0.80  -0.165
C  -4.09  1.44  -0.71  -0.111
C  -4.33  2.32  0.36  0.050
C  -5.08  1.10  -1.68  0.020
C  -4.81  0.22  -2.67  0.020
C  -3.52  -0.39  -2.78  -0.112
C  -3.20  -1.33  -3.78  0.052
C  -1.95  -1.89  -3.79  0.012
C  -1.02  -1.52  -2.82  -0.113
N  -1.28  -0.63  -1.87  -0.120
C  -2.52  -0.06  -1.85  -0.177
H  -3.49  3.21  2.12  0.129
H  -1.32  2.08  1.86  0.118
H  -5.30  2.79  0.47  0.140
H  -6.07  1.54  -1.58  0.135
H  -5.57  -0.05  -3.39  0.135
H  -3.95  -1.59  -4.52  0.140
H  -1.67  -2.61  -4.54  0.131
H  -0.03  -1.95  -2.83  0.082
S  -1.27  -1.58  0.88  0.369
C  1.65  -3.06  -0.05  -0.258
C  2.12  -4.43  0.11  -0.169
N  2.53  -5.49  0.30  0.239
C  2.34  -2.33  -1.20  -0.593
S  1.90  -0.73  -1.63  0.739
C  3.39  -2.94  -1.87  -0.280
N  4.27  -3.44  -2.43  0.223

Calculated values
frontier orbital gap (spin up / spin down)	0.2024 / 0.2276	hartree
net charge	+2
2S+1	3



Of them, the most stable is *i* and the least stable is *ii*.



*i*
The ion C6H9N2O2 with charge +1, computed with ωB97M-V/def2-TZVPD.

Last column: Löwdin charge in e.
Element x y z (Å)
C  -0.54  0.94  -0.09  0.008
C  -0.82  -0.43  -0.05  -0.123
C  0.83  1.04  -0.12  -0.267
C  0.45  -1.19  -0.04  -0.188
C  -2.18  -0.48  0.13  -0.095
C  2.84  -0.44  0.03  0.078
N  1.36  -0.23  -0.05  0.015
N  -3.07  0.46  -0.09  0.162
O  1.66  2.10  -0.16  0.148
O  0.63  -2.52  0.07  0.155
H  -2.55  -1.51  0.34  0.159
H  3.27  0.42  -0.69  0.158
H  3.22  -0.30  1.11  0.142
H  2.95  -1.35  -0.36  0.037
H  -2.69  1.44  -0.08  0.140
H  -1.18  1.72  0.15  0.099
H  -4.00  0.21  0.21  0.137
H  1.31  2.81  -0.60  0.087
H  -0.11  -2.96  -0.38  0.149

Calculated values
SMILES	Cn1c(O)cc(C=[NH2+])c1O
frontier orbital gap	0.2891	hartree
net charge	+1



*ii*
The ion C6H9N2O2 with charge +1, computed with ωB97M-V/def2-TZVPD.

Last column: Löwdin charge in e.
Element x y z (Å)
C  0.30  -0.68  -0.18  -0.033
C  3.43  1.16  -0.08  0.156
C  -0.70  1.78  -0.81  -0.199
C  -2.02  -0.26  0.07  -0.078
C  -1.65  -1.70  0.56  -0.105
C  -0.63  0.52  0.05  -0.171
N  2.04  -0.71  -0.31  0.107
N  -0.26  -1.79  0.17  0.094
O  -0.05  2.71  -0.47  0.121
O  2.31  0.59  -0.30  -0.149
H  3.36  2.21  0.06  0.106
H  4.37  0.67  0.08  0.114
H  -1.31  1.57  -1.67  0.129
H  -2.37  -0.19  -0.95  0.111
H  -2.82  0.27  0.64  0.138
H  -1.85  -1.76  1.66  0.153
H  -2.21  -2.45  0.14  0.101
H  -0.22  0.78  1.09  0.190
H  0.28  -2.70  0.25  0.215

Calculated values
frontier orbital gap (spin up / spin down)	0.3159 / 0.3160	hartree
net charge	+1



*iii*
A cluster of 2 separate species, C6H9N2O2 in total, computed with ωB97M-V/def2-TZVPD.

Last column: Löwdin charge in e.
Element x y z (Å)
C  2.93  0.20  0.02  -0.011
C  2.71  1.53  0.08  -0.083
C  1.71  -0.58  0.12  -0.240
C  0.91  0.49  0.21  0.049
C  -2.08  0.90  0.13  -0.088
C  1.55  -2.06  0.00  -0.043
N  -2.82  1.91  0.43  0.208
N  -2.44  -0.26  -0.25  0.020
O  1.39  1.71  0.10  0.054
O  -3.91  -0.55  -0.46  0.001
H  3.88  -0.25  0.00  0.117
H  3.39  2.29  -0.02  0.119
H  2.62  -2.52  0.17  0.125
H  0.70  -2.49  0.72  0.128
H  1.30  -2.41  -0.98  0.059
H  -2.34  2.74  0.71  0.127
H  -3.79  1.92  0.47  0.114
H  -1.86  -1.07  -0.68  0.208
H  -3.85  -1.51  -0.76  0.135

Calculated values
frontier orbital gap (spin up / spin down)	0.2745 / 0.2200	hartree
net charge	+1



*iv*
The ion C6H9N2O2 with charge +1, computed with ωB97M-V/def2-TZVPD.

Last column: Löwdin charge in e.
Element x y z (Å)
C  -0.18  0.83  -0.50  0.001
C  -0.75  -0.54  -0.09  -0.030
C  1.04  0.85  0.08  -0.351
C  0.15  -1.13  0.73  -0.283
C  -1.62  0.64  -0.25  -0.138
C  2.66  -0.69  1.24  0.069
N  1.30  -0.32  0.64  0.005
N  -2.54  0.53  -1.54  0.224
O  2.14  1.63  -0.07  0.106
O  0.23  -2.36  1.22  0.120
H  -2.11  1.06  0.55  0.122
H  2.50  -1.82  1.59  0.134
H  3.40  -0.63  0.36  0.133
H  2.76  -0.06  2.07  0.071
H  -3.23  1.35  -1.64  0.211
H  -2.85  -0.46  -1.60  0.178
H  -1.93  0.48  -2.29  0.110
H  1.76  2.54  -0.19  0.161
H  -0.68  -2.70  1.09  0.156

Calculated values
SMILES	Cn1c(O)c2c(c1O)C2[NH3+]
frontier orbital gap	0.3133	hartree
net charge	+1



Of them, the most stable is *i* and the least stable is *iii*.



*i*
A cluster of 3 separate species, C4H14NO3 in total, computed with ωB97M-V/def2-TZVPD.

Last column: Löwdin charge in e.
Element x y z (Å)
O  -0.23  -1.02  -1.97  0.099
C  -0.76  -0.45  -1.05  -0.165
C  0.02  0.12  0.12  -0.227
C  -0.17  1.64  0.03  -0.183
C  -1.56  2.01  0.61  -0.076
N  1.51  -0.22  0.00  0.228
H  -1.84  -0.24  -1.01  0.148
H  -0.21  -0.26  1.11  0.146
H  -0.09  2.01  -0.99  0.127
H  0.54  2.17  0.66  0.118
H  -1.44  2.55  1.54  0.081
H  -2.17  2.63  -0.04  0.087
H  -2.22  1.15  0.77  0.074
H  1.87  -0.33  -0.97  0.108
H  1.72  -1.01  0.62  0.174
H  2.10  0.45  0.50  0.171
H  -1.75  -2.15  3.37  0.046
H  -1.45  -3.33  2.57  0.044
O  -1.08  -2.46  2.74  -0.069
H  1.59  -1.11  -3.00  0.040
H  3.19  -1.21  -3.05  0.074
O  2.42  -0.94  -2.55  -0.044

Calculated values
frontier orbital gap	0.4178	hartree
net charge	+1



*ii*
A cluster of 2 separate species, C4H14NO3 in total, computed with ωB97M-V/def2-TZVPD.

Last column: Löwdin charge in e.
Element x y z (Å)
C  -0.28  -1.62  -1.17  -0.202
O  0.95  -2.07  -0.64  -0.033
C  -0.66  -0.24  -0.68  -0.267
C  -0.91  -0.21  0.82  -0.115
C  -1.64  1.08  1.27  -0.175
O  -1.26  2.17  0.40  -0.088
N  0.51  0.66  -1.02  0.226
H  -1.08  -2.29  -0.86  0.135
H  -0.15  -1.65  -2.25  0.134
H  0.84  -2.75  0.01  0.100
H  -1.49  0.07  -1.28  0.158
H  0.04  -0.27  1.34  0.109
H  -1.48  -1.08  1.12  0.132
H  -1.27  1.46  2.21  0.122
H  -2.69  0.82  1.27  0.124
H  -2.03  2.69  0.13  0.108
H  0.88  0.41  -1.93  0.170
H  0.25  1.65  -0.89  0.151
H  1.26  0.50  -0.33  0.105
H  3.22  0.82  1.18  0.078
H  2.84  -0.66  1.30  0.039
O  2.57  0.15  0.94  -0.010

Calculated values
frontier orbital gap	0.4312	hartree
net charge	+1



Of them, the most stable is *ii* and the least stable is *i*.



*i*
A cluster of 2 separate species, CH2FNO2 in total, computed with ωB97M-V/def2-TZVPD.

Last column: Löwdin charge in e.
Element x y z (Å)
C  -0.40  -0.55  -0.43  0.153
N  -1.72  -0.13  -0.12  -0.423
O  -2.00  -0.07  1.06  0.127
O  -2.47  0.08  -1.08  0.089
F  0.05  -1.59  0.97  -0.236
H  -0.21  -1.40  -1.18  0.163
H  0.40  0.18  -0.31  0.127

Calculated values
frontier orbital gap	0.3921	hartree



*ii*
A cluster of 2 separate species, CH2FNO2 in total, computed with ωB97M-V/def2-TZVPD.

Last column: Löwdin charge in e.
Element x y z (Å)
C  0.60  0.11  -0.05  0.213
N  -0.83  0.29  -0.06  -0.440
O  -1.25  1.07  0.77  0.108
O  -1.47  -0.29  -0.88  0.122
F  0.74  -1.72  0.45  -0.249
H  1.08  0.00  -1.02  0.124
H  1.13  0.54  0.79  0.121

Calculated values
frontier orbital gap	0.3710	hartree



*iii*
A cluster of 2 separate species, CH2FNO2 in total, computed with ωB97M-V/def2-TZVPD.

Last column: Löwdin charge in e.
Element x y z (Å)
C  -0.25  0.51  0.27  -0.109
N  0.74  -0.27  -0.44  -0.392
O  1.31  -1.04  0.37  0.025
O  0.89  -0.18  -1.66  0.086
F  -0.95  1.30  -0.54  0.063
H  -1.85  -1.10  0.68  0.171
H  0.11  0.77  1.33  0.157

Calculated values
frontier orbital gap (spin up / spin down)	0.3442 / 0.3400	hartree



Of them, the most stable is *i* and the least stable is *iii*.